[1]
This record from the OMol25 dataset describes 2 unconnected molecules or ions with the total composition C32H34N5. The level of theory is wB97M-V/def2-TZVPD.

XYZ file:
```
71
Properties=species:S:1:pos:R:3:lowdin_charge:R:1
C -5.945 -0.498 2.327 -0.068
N -4.908 0.030 3.186 -0.242
C -5.356 0.284 4.542 -0.067
C -3.563 -0.046 2.819 -0.223
C -2.997 0.873 1.897 0.027
C -1.646 0.845 1.598 -0.013
C -0.815 -0.190 2.093 -0.155
C 0.619 -0.164 1.980 0.022
C 1.469 -1.324 2.182 -0.099
C 2.757 -0.860 2.608 -0.091
C 3.677 -1.725 3.191 0.011
C 3.389 -3.093 3.255 -0.031
C 2.142 -3.571 2.818 -0.044
C 1.177 -2.690 2.306 -0.002
C 2.729 0.591 2.622 -0.096
C 1.419 1.024 2.205 -0.103
C 1.042 2.347 2.457 0.021
C 1.986 3.251 2.967 -0.046
C 3.260 2.813 3.364 -0.034
C 3.611 1.462 3.244 0.008
C -1.412 -1.147 2.954 0.008
C -2.731 -1.053 3.348 0.021
H -5.561 -0.607 1.307 0.092
H -6.305 -1.478 2.687 0.091
H -6.802 0.189 2.336 0.087
H -4.584 0.838 5.090 0.095
H -6.276 0.886 4.491 0.090
H -5.599 -0.646 5.083 0.086
H -3.646 1.644 1.480 0.128
H -1.207 1.604 0.951 0.118
H 4.594 -1.312 3.604 0.118
H 4.113 -3.798 3.664 0.118
H 1.916 -4.640 2.904 0.117
H 0.204 -3.070 1.997 0.120
H 0.020 2.671 2.271 0.109
H 1.717 4.308 3.087 0.117
H 3.956 3.528 3.797 0.116
H 4.545 1.067 3.642 0.119
H -0.798 -1.936 3.378 0.107
H -3.141 -1.770 4.058 0.128
C 3.748 2.276 -2.750 -0.056
N 2.634 1.648 -3.429 -0.146
C 2.878 1.471 -4.837 -0.151
C 1.656 1.071 -5.625 -0.136
N 0.768 0.210 -4.903 -0.080
C -0.097 -0.583 -5.723 -0.135
C -1.347 -1.042 -5.014 -0.151
N -1.156 -1.323 -3.615 -0.147
C -2.290 -2.006 -3.026 -0.057
C -0.216 -0.655 -2.877 -0.135
C -0.198 -0.662 -1.458 -0.087
N 0.667 0.078 -0.754 0.035
C 1.565 0.861 -1.366 -0.081
C 1.662 0.934 -2.781 -0.134
C 0.741 0.162 -3.548 -0.074
H 3.429 2.887 -1.901 0.084
H 4.504 1.555 -2.395 0.100
H 4.247 2.932 -3.477 0.089
H 3.279 2.421 -5.207 0.124
H 3.654 0.708 -4.995 0.133
H 1.131 1.978 -5.961 0.135
H 1.985 0.533 -6.518 0.130
H -0.396 0.028 -6.579 0.129
H 0.437 -1.461 -6.116 0.135
H -2.117 -0.268 -5.143 0.133
H -1.729 -1.961 -5.468 0.124
H -1.995 -2.673 -2.211 0.084
H -3.066 -1.319 -2.650 0.098
H -2.753 -2.613 -3.817 0.089
H -0.925 -1.264 -0.905 0.097
H 2.250 1.439 -0.741 0.096
```

Calculated values
energy relative to the best compared isomer or geometry (same formula, charge and spin) = 9.78 kcal per mole
charge = +1
Kohn-Sham gap = 4.10 eV
HOMO = -9.1 eV
LUMO = -4.956 eV

=====

[2]
This record from the OMol25 dataset describes a molecular structure, C32H34N7O2PRh. The level of theory is wB97M-V/def2-TZVPD.

XYZ file:
```
77
Properties=species:S:1:pos:R:3:lowdin_spin:R:1
Rh 0.007 0.158 0.411 1.539
C -3.496 2.369 -2.099 0.009
O -3.127 3.032 -0.854 0.000
C -2.210 2.270 -0.296 0.002
N -1.763 1.250 -0.929 0.119
C -2.386 1.322 -2.293 0.036
C -2.830 0.003 -2.876 0.180
C -1.992 -1.148 -2.636 0.543
C -3.110 -3.237 -3.452 0.384
C -3.867 -2.626 -4.421 0.019
C -4.270 -1.289 -4.490 0.350
C -3.899 -0.127 -3.698 0.142
C -1.674 2.692 1.011 0.003
C -2.136 3.797 1.711 0.001
C -1.511 4.135 2.905 -0.003
C -0.448 3.366 3.366 0.001
C -0.058 2.274 2.610 0.005
N -0.655 1.947 1.456 0.067
C 1.027 1.349 2.978 0.004
N 1.276 0.296 2.291 0.094
C 2.332 -0.455 3.026 0.010
C 2.822 0.602 4.037 0.004
O 1.752 1.602 4.041 0.000
C 3.372 -1.074 2.125 0.001
C 4.713 -1.101 2.502 0.001
C 5.651 -1.758 1.719 0.001
C 5.258 -2.408 0.558 0.000
C 3.921 -2.405 0.188 0.002
C 2.985 -1.743 0.970 0.009
H -3.532 3.132 -2.872 0.001
H -4.483 1.929 -1.947 0.001
H -1.611 1.731 -2.952 0.005
H -0.037 -1.951 -2.901 0.018
H -2.929 -4.302 -3.467 0.022
H -4.252 -3.262 -5.207 -0.006
H -4.971 -1.060 -5.282 0.016
H -4.516 0.743 -3.894 0.003
H -2.962 4.372 1.319 0.001
H -1.848 4.992 3.471 0.000
H 0.068 3.597 4.286 0.001
H 1.819 -1.262 3.565 0.000
H 3.734 1.114 3.730 0.000
H 2.916 0.233 5.055 0.001
H 5.044 -0.627 3.416 0.000
H 6.688 -1.772 2.024 0.000
H 5.989 -2.926 -0.047 0.000
H 3.607 -2.937 -0.700 0.000
H 1.930 -1.792 0.688 0.006
N -1.598 -3.401 1.837 0.003
C -1.686 -2.841 3.084 0.001
C -1.338 -1.528 2.946 0.003
N -1.035 -1.292 1.634 0.003
C -1.188 -2.440 0.989 0.003
C -1.082 -2.379 -0.471 0.037
N -0.380 -1.357 -0.921 0.102
C -0.538 -1.131 -2.370 0.073
C -2.664 -2.423 -2.283 0.127
N -1.806 -3.155 -1.295 0.055
H -1.746 -4.379 1.633 0.000
H -1.981 -3.412 3.946 0.000
H -1.303 -0.761 3.698 0.000
H -0.061 -0.195 -2.640 0.001
H -3.577 -2.156 -1.722 0.031
H -2.260 -3.961 -0.886 0.002
C 2.623 0.423 -1.912 0.001
P 1.592 1.416 -0.814 -0.024
C 2.757 2.225 0.301 -0.006
C 0.928 2.743 -1.840 -0.005
H 3.284 1.103 -2.455 0.000
H 2.033 -0.135 -2.634 0.000
H 3.228 -0.268 -1.330 0.000
H 3.491 2.762 -0.305 -0.001
H 3.279 1.482 0.903 0.000
H 2.252 2.944 0.946 0.000
H 1.771 3.328 -2.216 -0.001
H 0.272 3.403 -1.275 0.000
H 0.394 2.337 -2.695 0.000
```

Calculated values
multiplicity = 5
charge = +3
Kohn-Sham gap (alpha / beta) = 4.86 / 5.67 eV
HOMO (alpha / beta) = -14.2 / -16.6 eV
LUMO (alpha / beta) = -9.336 / -10.893 eV

=====

[3]
This record from the OMol25 dataset describes a molecular structure, C32H35BrN8OS4Sn. The level of theory is wB97M-V/def2-TZVPD.

XYZ file:
```
82
Properties=species:S:1:pos:R:3:lowdin_charge:R:1
Sn 0.483 -0.196 -0.092 0.768
N 1.368 4.132 -3.126 0.013
C 0.862 2.990 -2.529 -0.911
S 1.951 2.114 -1.524 0.474
N -0.396 2.782 -2.849 -0.062
N -0.957 1.680 -2.300 -0.022
C -2.199 1.547 -2.565 -0.134
C -3.002 0.433 -2.045 -0.271
C -4.340 0.312 -2.430 -0.047
C -5.095 -0.732 -1.928 -0.095
C -4.507 -1.628 -1.049 -0.076
C -3.171 -1.436 -0.722 -0.133
N -2.439 -0.439 -1.204 0.083
H 2.218 4.480 -2.721 0.041
H 0.679 4.805 -3.423 0.065
H -2.701 2.296 -3.181 0.099
H -4.767 1.034 -3.116 0.098
H -6.131 -0.851 -2.225 0.094
H -5.063 -2.458 -0.634 0.093
H -2.652 -2.108 -0.046 0.108
C -2.483 0.992 7.518 -0.057
C -3.163 -0.225 6.873 -0.566
C -4.653 0.087 6.667 -0.062
C -3.058 -1.397 7.850 -0.080
C -2.499 -0.533 5.531 -0.202
C -2.507 0.420 4.513 -0.119
C -1.881 0.168 3.314 -0.565
Br -1.963 1.525 1.976 0.685
C -1.154 -1.027 3.011 -0.424
O -0.521 -1.187 1.906 -0.354
C -1.188 -2.010 4.052 -0.087
C -1.842 -1.726 5.250 -0.016
C -0.509 -3.392 3.945 -0.529
C -1.571 -4.488 4.142 -0.064
C 0.552 -3.518 5.052 -0.057
C 0.197 -3.686 2.614 -0.066
H -2.952 1.236 8.478 0.073
H -2.550 1.868 6.871 0.076
H -1.424 0.787 7.687 0.088
H -5.133 0.331 7.622 0.073
H -5.163 -0.774 6.230 0.085
H -4.788 0.934 5.992 0.073
H -3.537 -1.130 8.797 0.075
H -2.015 -1.647 8.057 0.082
H -3.554 -2.287 7.456 0.082
H -3.001 1.376 4.644 0.089
H -1.829 -2.494 6.015 0.082
H -2.067 -4.414 5.112 0.065
H -1.107 -5.478 4.071 0.075
H -2.335 -4.411 3.365 0.085
H 0.114 -3.441 6.051 0.066
H 1.296 -2.725 4.947 0.092
H 1.063 -4.484 4.978 0.075
H -0.491 -3.652 1.771 0.081
H 0.626 -4.694 2.672 0.078
H 0.995 -2.978 2.404 0.072
S 0.489 -2.124 -1.897 0.476
C 2.083 -2.827 -1.939 -0.699
C 2.330 -3.815 -2.899 -0.085
C 3.559 -4.448 -3.027 -0.214
C 3.746 -5.444 -4.045 -0.199
N 3.887 -6.234 -4.870 0.128
C 4.601 -4.089 -2.155 -0.215
C 4.369 -3.114 -1.198 -0.082
C 3.135 -2.464 -1.058 -0.699
S 2.962 -1.276 0.195 0.480
C 5.885 -4.727 -2.238 -0.199
N 6.914 -5.239 -2.303 0.128
H 1.526 -4.092 -3.568 0.102
H 5.171 -2.837 -0.525 0.103
S 1.688 1.907 3.258 0.570
C 2.841 2.568 2.274 -0.939
N 2.977 3.884 1.972 0.000
C 4.013 4.152 0.991 -0.167
C 4.525 2.738 0.654 -0.184
N 3.847 1.901 1.641 0.014
H 2.245 4.524 2.217 0.121
H 4.802 4.777 1.419 0.099
H 3.617 4.655 0.108 0.096
H 5.608 2.661 0.757 0.103
H 4.234 2.445 -0.356 0.030
H 3.693 0.924 1.436 0.041
```

Calculated values
charge = -2
Kohn-Sham gap = 6.07 eV
HOMO = -2.1 eV
LUMO = 3.951 eV

=====

F_max (computed, eV Å⁻¹): 1.66, 0.55, 0.39